[1]
13
Properties=species:S:1:pos:R:3:nbo_charge:R:1 method="wB97M-V/def2-TZVPD" gap_ha=0.3358 multiplicity=1 e_above_lowest_ev=1.074 e_tot_ev=-16328.63715 total_charge=+1
C -1.94 -1.81 0.05 0.745
C 1.58 1.26 -0.13 0.369
C -2.75 -2.82 0.09 -0.740
N 0.29 1.50 0.01 -0.734
N 2.58 2.18 -0.11 -0.756
O -1.24 -0.81 -0.04 -0.593
I 2.05 -0.75 -0.14 0.339
H -0.06 2.43 -0.20 0.421
H -3.37 -3.23 0.87 0.300
H -2.78 -3.70 -0.64 0.308
H -0.42 0.77 0.01 0.471
H 2.54 3.15 0.13 0.434
H 3.52 1.83 0.11 0.435

[2]
13
Properties=species:S:1:pos:R:3:nbo_charge:R:1 method="wB97M-V/def2-TZVPD" gap_ha=0.1131 multiplicity=1 e_above_lowest_ev=0.390 e_tot_ev=-14482.70893 total_charge=+3
In 9.32 20.41 16.63 1.248
C 12.06 23.79 12.84 -0.267
O 10.98 23.12 12.30 -0.239
C 10.32 22.14 12.90 0.977
O 10.38 21.81 14.05 -0.401
O 9.50 21.50 12.04 -0.169
C 9.11 21.93 10.77 -0.259
H 11.85 24.90 12.79 0.375
H 12.92 23.77 12.09 0.406
H 12.42 23.46 13.82 0.278
H 8.17 21.43 10.55 0.315
H 9.91 21.59 10.02 0.412
H 9.13 23.04 10.62 0.324

Respective LUMO energy values: -3.817; -20.322 eV.